ORCA calculation (ωB97M-V with the def2-TZVPD basis set) on a cluster of 7 separate species, C51H80F2IN9O3P in total in a non-equilibrium geometry.

HOMO-LUMO gap, eV: 5.921
Total charge: +1
LUMO level, eV: -2.9
M, g/mol: 1063.1

Element x y z (Å)
C  1.4783  2.6218  -1.6877
C  0.0915  2.0692  -1.8695
O  -0.1488  1.1903  -2.6673
N  -0.9320  2.6528  -1.0346
C  -1.7696  3.4844  -1.9560
C  -1.7752  1.5884  -0.4604
C  -1.0175  0.7023  0.5045
C  -1.7638  -0.6039  0.8670
C  -1.8294  -0.8959  2.3683
C  -2.9402  -0.2515  3.2401
N  -4.3293  -0.4509  2.7977
C  -4.8151  0.4563  1.7389
C  -4.7018  -1.8278  2.5469
C  -4.4696  -2.5093  1.2233
O  -5.2429  -2.4329  3.4355
C  -2.8910  -0.9955  4.5856
N  -1.6367  -0.7175  5.3432
C  -1.4313  -1.7454  6.4120
C  -0.0650  -1.6005  7.0985
C  0.6424  -2.9289  7.3668
C  2.0366  -2.5644  7.9096
C  0.8064  -3.7641  6.0814
C  1.8687  -4.8846  6.1423
C  1.7221  -5.9346  5.0611
C  2.5451  -5.9912  3.9586
C  3.4094  -7.1962  3.7047
C  2.6205  -4.8315  3.0066
C  -1.7262  0.6621  5.9025
F  -2.7016  0.6576  6.8506
C  -1.8906  1.6900  4.7858
C  -2.6133  2.9137  5.4338
C  -1.8631  3.6599  6.5266
F  -2.8764  3.8367  4.4199
P  -0.1213  2.3009  4.4191
O  0.7027  0.9712  3.8284
I  -0.2790  3.7540  2.4990
C  -2.7659  1.2570  3.5628
H  1.7627  3.2489  -2.5321
H  1.5015  3.2442  -0.7956
H  2.1676  1.7939  -1.5361
H  -1.3993  3.4468  -2.9808
H  -1.7817  4.5301  -1.6560
H  -2.7897  3.1066  -2.0099
H  -2.6365  2.0809  -0.0037
H  -2.1880  0.9769  -1.2753
H  -0.7617  1.2109  1.4282
H  -0.0650  0.4329  0.0427
H  -1.1639  -1.4028  0.4260
H  -2.7214  -0.6518  0.3549
H  -1.9640  -1.9768  2.4821
H  -0.8273  -0.6944  2.7595
H  -4.0261  0.9637  1.1894
H  -5.4351  1.2315  2.1917
H  -5.4670  -0.0845  1.0587
H  -3.4422  -2.8700  1.1710
H  -4.6094  -1.8560  0.3646
H  -5.1391  -3.3570  1.1202
H  -2.9439  -2.0728  4.4468
H  -3.7721  -0.7179  5.1606
H  -0.7968  -0.7524  4.7591
H  -1.5207  -2.7311  5.9640
H  -2.2236  -1.6692  7.1516
H  0.5966  -0.9694  6.4887
H  -0.1978  -1.0711  8.0437
H  0.1549  -3.4810  8.1735
H  2.5758  -3.4295  8.2829
H  2.6124  -2.0219  7.1561
H  1.9354  -1.8761  8.7536
H  0.9939  -3.0701  5.2533
H  -0.1484  -4.2633  5.8831
H  2.8549  -4.4312  6.0603
H  1.7634  -5.3836  7.1056
H  0.8859  -6.6196  5.1905
H  3.1174  -7.9757  4.4061
H  4.4424  -6.9135  3.9051
H  3.2766  -7.5503  2.6776
H  3.4248  -4.9238  2.2757
H  2.6728  -3.8656  3.5221
H  1.6806  -4.8249  2.4519
H  -0.7820  0.8750  6.4162
H  -3.5953  2.5907  5.7805
H  -1.2079  4.3948  6.0571
H  -2.5620  4.2276  7.1367
H  -1.2421  3.0240  7.1534
H  1.0532  0.5165  4.6065
H  -2.3661  1.7732  2.6909
H  -3.7489  1.6998  3.7172
N  -0.0205  2.5784  -5.2780
C  -0.6629  1.9779  -6.3236
C  -0.4879  2.7632  -7.4340
C  0.2952  3.8818  -7.0427
C  0.5682  3.7374  -5.7079
H  0.0072  2.2216  -4.3353
H  -1.1886  1.0480  -6.1888
H  -0.8787  2.5596  -8.4177
H  0.6190  4.6964  -7.6686
H  1.1288  4.3607  -5.0313
N  -4.8588  6.4054  -5.0515
C  -3.4949  6.3067  -5.0002
C  -3.1593  5.0040  -5.2566
C  -4.3696  4.2897  -5.4731
C  -5.3995  5.1829  -5.3413
H  -5.3829  7.2471  -4.9015
H  -2.8836  7.1673  -4.7894
H  -2.1567  4.6058  -5.2922
H  -4.4701  3.2421  -5.7031
H  -6.4643  5.0544  -5.4311
N  0.3445  0.7963  -10.5842
C  -0.2975  0.1919  -11.6323
C  -0.1217  0.9748  -12.7416
C  0.6615  2.0955  -12.3479
C  0.9340  1.9547  -11.0127
H  0.3784  0.4459  -9.6441
H  -0.8197  -0.7399  -11.4984
H  -0.5072  0.7673  -13.7254
H  0.9867  2.9096  -12.9735
H  1.4928  2.5752  -10.3331
N  2.7290  -1.2121  -12.7034
C  3.5053  -1.3856  -13.8136
C  3.8804  -2.7026  -13.8656
C  3.3017  -3.3500  -12.7411
C  2.5961  -2.4025  -12.0465
H  2.3139  -0.3420  -12.4143
H  3.7245  -0.5611  -14.4698
H  4.4983  -3.1518  -14.6247
H  3.3920  -4.3897  -12.4746
H  2.0133  -2.4747  -11.1442
N  2.1996  5.8010  5.9631
C  1.2653  6.8002  5.8863
C  1.5974  7.7562  6.8074
C  2.7809  7.3198  7.4630
C  3.1284  6.1130  6.9195
H  2.2026  4.9688  5.4040
H  0.4488  6.7439  5.1858
H  1.0555  8.6684  6.9908
H  3.3152  7.8353  8.2428
H  3.9528  5.4536  7.1294
N  5.2608  -7.0764  0.1524
C  6.5128  -6.7130  0.5723
C  7.2341  -7.8582  0.7764
C  6.3858  -8.9558  0.4634
C  5.1775  -8.4406  0.0806
H  4.5184  -6.4409  -0.0697
H  6.7812  -5.6770  0.6885
H  8.2568  -7.9061  1.1102
H  6.6363  -10.0018  0.5130
H  4.2688  -8.9234  -0.2356

ORCA calculation (ωB97M-V with the def2-TZVPD basis set) on a cluster of 17 separate species, C51H86NO41 in total in a non-equilibrium geometry.

HOMO-LUMO gap, eV: 4.834
Total charge: +1
LUMO level, eV: -6.5
M, g/mol: 1369.2

Element x y z (Å)
C  29.7045  -13.2181  -12.9921
C  28.7765  -14.0686  -12.1483
C  28.5075  -13.3213  -10.8190
C  27.5383  -12.1918  -10.8179
C  26.1918  -12.6213  -11.4098
C  26.3073  -13.1949  -12.9155
N  27.4535  -14.2119  -12.9634
O  27.6048  -15.0395  -14.0805
C  26.4834  -12.0343  -13.9855
C  24.9664  -14.0341  -13.1549
C  29.3877  -15.4668  -11.8841
H  30.0449  -13.8310  -13.8267
H  30.5964  -13.0166  -12.3988
H  29.2765  -12.2393  -13.2086
H  29.4822  -13.0209  -10.4347
H  28.0702  -14.1120  -10.2093
H  27.9713  -11.3915  -11.4180
H  27.3506  -11.7726  -9.8294
H  25.5349  -11.7515  -11.4237
H  25.6323  -13.3264  -10.7952
H  27.0156  -12.3961  -14.8653
H  27.0228  -11.1245  -13.7222
H  25.5250  -11.6434  -14.3271
H  24.9914  -14.6555  -14.0501
H  24.0196  -13.4941  -13.1541
H  24.8988  -14.7427  -12.3294
H  29.6725  -15.9093  -12.8387
H  28.6966  -16.1247  -11.3572
H  30.2769  -15.3636  -11.2622
C  27.8933  -6.0542  -4.8368
C  28.1685  -4.6270  -4.4439
O  28.8927  -4.2264  -5.5970
C  28.6273  -4.9078  -6.6750
O  29.2958  -4.7829  -7.7091
O  28.0096  -6.1003  -6.2392
H  26.8956  -6.3635  -4.5253
H  28.5698  -6.8151  -4.4476
H  28.8051  -4.4997  -3.5684
H  27.2883  -4.0183  -4.2371
C  27.7315  -3.9861  -14.5113
C  26.8895  -3.2179  -13.5648
O  27.7174  -2.2096  -13.1685
C  28.8739  -2.2228  -13.8429
O  29.8233  -1.4705  -13.7192
O  28.7898  -3.1507  -14.8139
H  27.1853  -4.1696  -15.4366
H  28.1629  -4.8996  -14.1021
H  26.3738  -3.8056  -12.8053
H  26.1957  -2.6000  -14.1348
C  22.1527  -12.5396  -21.6718
C  22.8329  -12.1163  -20.3881
O  21.7981  -12.2917  -19.4816
C  20.6847  -12.8421  -20.0003
O  19.6572  -13.1127  -19.3934
O  20.8641  -12.9528  -21.3218
H  22.7002  -13.3432  -22.1643
H  22.1712  -11.7344  -22.4063
H  23.1098  -11.0621  -20.4022
H  23.6909  -12.7279  -20.1089
C  25.7759  -22.0248  -10.2958
C  25.9381  -21.3103  -11.6101
O  25.7904  -19.9373  -11.3006
C  25.7421  -19.7787  -9.9660
O  25.5521  -18.7179  -9.4719
O  25.9815  -20.9347  -9.3937
H  26.6512  -22.6596  -10.1580
H  24.8076  -22.5233  -10.2521
H  25.1580  -21.6056  -12.3118
H  26.8540  -21.5994  -12.1254
C  32.9970  -22.8878  -10.6841
C  34.2147  -23.0027  -11.6161
O  33.6825  -22.8045  -12.9388
C  32.4907  -22.2290  -12.8435
O  31.8698  -21.8071  -13.8287
O  32.0111  -22.2262  -11.5354
H  33.1139  -22.4018  -9.7155
H  32.6346  -23.8961  -10.4837
H  34.7390  -23.9378  -11.4193
H  34.9855  -22.2578  -11.4179
C  31.3650  -7.9795  -21.2966
C  31.0638  -6.6265  -20.8693
O  30.7429  -6.6893  -19.4891
C  31.1039  -7.9424  -19.0955
O  31.1119  -8.4016  -17.9319
O  31.6490  -8.6177  -20.1024
H  32.2372  -7.9726  -21.9504
H  30.5512  -8.4505  -21.8479
H  30.1931  -6.3632  -21.4697
H  31.8531  -5.9406  -21.1769
C  24.5664  -22.6588  -18.8652
C  25.1333  -21.8198  -19.9647
O  24.8181  -20.5492  -19.6024
C  24.0629  -20.5070  -18.4377
O  23.5545  -19.5458  -17.8916
O  24.0075  -21.7320  -17.9425
H  25.3939  -23.2264  -18.4396
H  23.8807  -23.3697  -19.3262
H  24.5591  -22.1608  -20.8262
H  26.1878  -21.9512  -20.2073
C  20.5194  -7.3607  -7.7381
C  21.7254  -6.6743  -7.0936
O  22.3495  -6.0451  -8.2043
C  22.1419  -6.9414  -9.2853
O  22.7197  -6.9036  -10.3822
O  21.1047  -7.7058  -8.9572
H  19.6619  -6.6901  -7.7942
H  20.2287  -8.2287  -7.1462
H  22.4528  -7.3136  -6.5933
H  21.3677  -5.8744  -6.4452
C  17.5269  -17.7083  -14.7484
C  16.9535  -19.0765  -14.5079
O  17.7620  -19.6393  -13.5234
C  18.8842  -18.9060  -13.4440
O  19.9171  -19.2178  -12.8578
O  18.7614  -17.8482  -14.1565
H  16.9184  -16.9160  -14.3123
H  17.7082  -17.4758  -15.7978
H  17.0113  -19.7420  -15.3693
H  15.9319  -18.8076  -14.2392
C  29.3540  -16.7175  -21.6424
C  30.2357  -16.6547  -20.4086
O  29.7212  -15.4907  -19.8003
C  29.1543  -14.7159  -20.6535
O  28.7134  -13.5948  -20.4767
O  29.0016  -15.4126  -21.8178
H  28.5491  -17.4462  -21.5456
H  29.9321  -17.0064  -22.5201
H  31.3061  -16.6564  -20.6143
H  30.0005  -17.5103  -19.7755
C  36.5425  -11.2233  -16.3155
C  36.9922  -9.7416  -16.5584
O  38.2734  -9.6839  -15.9175
C  38.3649  -10.7801  -15.0802
O  39.2103  -10.8878  -14.2173
O  37.2821  -11.5417  -15.1797
H  37.0112  -11.8483  -17.0756
H  35.4572  -11.3245  -16.3028
H  36.1960  -9.1021  -16.1772
H  37.1375  -9.5646  -17.6241
C  38.4348  -16.8236  -13.9448
C  37.4767  -17.0566  -12.7538
O  36.1854  -17.2533  -13.2878
C  36.2362  -17.0859  -14.6077
O  35.2468  -17.0792  -15.4039
O  37.5587  -17.0195  -14.9898
H  39.2700  -17.5227  -13.9017
H  38.7827  -15.7909  -13.9668
H  37.5074  -16.0352  -12.3743
H  37.8727  -17.8413  -12.1092
O  35.3101  -13.5207  -6.7787
H  34.8160  -12.7814  -7.1330
H  36.1838  -13.4297  -7.1588
C  34.3017  -6.6317  -11.1085
C  33.7607  -8.0193  -11.4388
O  34.2433  -8.8506  -10.4096
H  34.2222  -6.2672  -10.0844
H  33.6533  -5.9339  -11.6382
H  35.3055  -6.5668  -11.5283
H  34.2120  -8.2331  -12.4077
H  32.6769  -8.1285  -11.4778
H  35.1119  -8.5441  -10.1393
C  24.1266  -13.3063  -4.2982
C  22.8793  -12.8704  -4.9764
O  21.9185  -12.4056  -4.0630
H  24.7458  -13.8073  -5.0423
H  23.9533  -14.0548  -3.5249
H  24.7584  -12.5285  -3.8693
H  22.4570  -13.6855  -5.5642
H  23.1674  -12.1106  -5.7029
H  22.3676  -12.1803  -3.2450
C  30.5678  -18.9293  -4.3354
C  31.5130  -18.3377  -5.3653
O  31.6398  -16.9901  -5.4748
H  29.5380  -18.7405  -4.6387
H  30.7109  -18.5955  -3.3077
H  30.6118  -20.0168  -4.2754
H  31.2488  -18.6927  -6.3614
H  32.4734  -18.8270  -5.2032
H  32.5457  -16.6886  -5.5745